# 1
Formula: C36H72BBr4F4N18O32
Source: OMol25
Level of theory: ωB97M-V with the def2-TZVPD basis set

The geometry in ORCA input format:
```
! RIJCOSX wB97M-V def2-TZVPD def2/J DEFGRID3
* xyz -1 1
C -2.897 0.290 2.796
C -3.164 0.890 1.779
C -3.757 1.178 0.340
C -3.988 -0.075 -0.587
C -2.792 -1.103 -0.563
C -1.828 -1.046 -1.816
F -2.141 -0.072 -2.752
Br -1.829 -2.863 -2.671
C -0.297 -0.780 -1.405
F -0.300 0.317 -0.578
F 0.251 -1.866 -0.731
Br 0.837 -0.385 -2.971
O -2.831 2.096 -0.226
B -3.130 3.515 0.149
C -2.172 4.154 1.336
C -0.641 3.930 1.084
C 0.264 4.958 0.500
C 1.699 4.746 0.224
C 2.330 3.436 0.532
C 3.843 3.188 0.193
C 1.454 2.416 1.155
C 0.018 2.637 1.433
C -3.180 4.276 -1.316
Br -1.568 3.737 -2.341
C -3.428 5.843 -1.241
C -2.349 6.732 -1.971
Br -5.198 6.316 -2.045
O -4.430 3.314 0.863
C -5.089 2.102 0.558
F -5.782 2.442 -0.655
C -6.107 1.679 1.680
C -7.580 1.414 1.180
N -7.677 0.369 0.132
N -8.316 2.641 0.772
N -8.323 0.859 2.370
H -2.746 -0.270 3.745
H -4.882 -0.620 -0.141
H -4.315 0.246 -1.612
H -2.157 -1.060 0.362
H -3.261 -2.134 -0.567
H -2.400 5.258 1.511
H -2.428 3.565 2.271
H -0.156 5.961 0.240
H 2.270 5.602 -0.239
H 4.209 2.332 0.819
H 3.874 2.830 -0.884
H 4.445 4.127 0.277
H 1.939 1.436 1.414
H -0.615 1.827 1.877
H -4.068 3.835 -1.864
H -3.476 6.163 -0.167
H -2.132 6.436 -3.028
H -2.783 7.780 -2.026
H -1.419 6.843 -1.337
H -5.793 0.745 2.238
H -6.170 2.520 2.432
H -8.417 0.566 -0.540
H -6.791 0.211 -0.346
H -8.193 2.746 -0.246
H -9.332 2.496 0.868
H -9.052 0.215 2.041
H -8.856 1.638 2.787
C 3.720 6.446 -3.487
N 3.952 6.152 -2.047
O 3.277 6.767 -1.237
O 4.797 5.320 -1.783
H 2.944 7.201 -3.567
H 4.657 6.809 -3.902
H 3.408 5.523 -3.965
C 3.494 6.826 -8.118
N 3.453 6.472 -6.675
O 4.396 5.843 -6.220
O 2.471 6.840 -6.051
H 4.416 6.439 -8.547
H 2.633 6.372 -8.588
H 3.460 7.908 -8.191
C -0.318 9.094 -10.120
N 1.022 8.949 -9.490
O 1.605 9.967 -9.170
O 1.440 7.815 -9.339
H -0.559 10.151 -10.190
H -0.265 8.643 -11.109
H -1.035 8.575 -9.487
C 3.626 -1.470 0.013
N 4.727 -0.496 -0.215
O 4.801 0.450 0.545
O 5.474 -0.718 -1.153
H 3.046 -1.146 0.873
H 3.010 -1.485 -0.885
H 4.078 -2.436 0.196
C 2.682 -5.467 -2.021
N 3.166 -5.433 -0.615
O 3.534 -4.362 -0.175
O 3.157 -6.487 -0.002
H 2.746 -4.465 -2.437
H 3.321 -6.156 -2.571
H 1.651 -5.814 -2.005
C 5.456 -7.408 2.192
N 6.274 -8.651 2.227
O 6.588 -9.091 3.319
O 6.572 -9.143 1.153
H 5.266 -7.083 3.211
H 6.024 -6.657 1.647
H 4.524 -7.643 1.682
C -0.441 -2.867 2.418
N -0.597 -3.125 3.874
O 0.298 -3.728 4.436
O -1.614 -2.711 4.400
H 0.504 -3.289 2.087
H -1.276 -3.345 1.908
H -0.455 -1.787 2.271
C 3.984 -9.660 4.502
N 2.580 -9.250 4.773
O 1.821 -10.096 5.207
O 2.294 -8.090 4.539
H 4.096 -10.712 4.754
H 4.173 -9.495 3.447
H 4.632 -9.044 5.121
C 1.272 9.563 -3.595
N 0.220 8.571 -3.250
O -0.917 8.985 -3.106
O 0.576 7.416 -3.137
H 0.816 10.548 -3.663
H 2.020 9.537 -2.804
H 1.700 9.268 -4.552
C 3.076 -9.955 -0.598
N 1.874 -10.456 -1.316
O 1.868 -10.368 -2.532
O 0.980 -10.919 -0.634
H 3.786 -9.574 -1.327
H 2.751 -9.164 0.074
H 3.502 -10.792 -0.047
C -4.303 2.615 5.457
N -3.251 3.638 5.223
O -3.231 4.608 5.966
O -2.488 3.431 4.304
H -4.911 2.924 6.302
H -4.904 2.550 4.551
H -3.804 1.672 5.667
C 8.643 -12.077 1.492
N 7.545 -13.026 1.822
O 6.429 -12.563 1.973
O 7.845 -14.201 1.918
H 8.232 -11.072 1.440
H 9.388 -12.149 2.282
H 9.056 -12.376 0.531
C -6.108 0.327 9.221
N -5.056 1.353 8.990
O -5.039 2.315 9.734
O -4.287 1.151 8.070
H -6.717 0.636 10.066
H -6.708 0.264 8.315
H -5.607 -0.616 9.429
C 0.867 -13.569 -3.342
N 1.277 -14.635 -4.295
O 0.509 -14.905 -5.200
O 2.357 -15.162 -4.099
H -0.108 -13.192 -3.636
H 0.825 -14.014 -2.350
H 1.615 -12.780 -3.389
C -1.946 8.661 3.532
N -1.254 7.784 2.552
O -1.929 7.301 1.661
O -0.062 7.613 2.716
H -2.998 8.722 3.265
H -1.823 8.214 4.517
H -1.477 9.642 3.482
*
```

M ... 1675.49 u
HOMO ... -4.195 eV
Energy above the lowest of the compared OMol25 structures with the same formula, charge and spin ... 86.29 kcal per mole
Total energy ... -15527.1354 a.u.
Largest force on an atom ... 0.068 hartree/bohr

=====

# 2
Formula: C36H72N6O9
Source: OMol25
Level of theory: ωB97M-V with the def2-TZVPD basis set

The geometry in ORCA input format:
```
! RIJCOSX wB97M-V def2-TZVPD def2/J DEFGRID3
* xyz 0 1
C 1.268 2.189 1.640
C 1.458 0.888 0.821
C 1.890 1.170 -0.653
C 0.811 0.740 -1.673
C -0.390 1.706 -1.717
C -0.028 3.176 -2.075
C -0.720 4.167 -1.082
C -1.903 4.882 -1.744
O -2.940 3.993 -2.128
C -3.898 3.841 -1.081
C -4.982 4.961 -1.203
O -6.296 4.583 -0.861
C -6.492 4.497 0.537
C -4.424 2.419 -0.970
O -5.385 2.085 -1.970
C -5.923 0.842 -1.695
C -6.739 0.603 -0.609
C -7.235 -0.646 -0.336
C -6.926 -1.720 -1.154
C -6.143 -1.457 -2.255
C -5.640 -0.208 -2.539
H 2.033 2.898 1.301
H 1.303 2.017 2.718
H 0.277 2.600 1.399
H 2.272 0.326 1.302
H 0.554 0.268 0.839
H 2.786 0.585 -0.857
H 2.133 2.235 -0.749
H 1.264 0.607 -2.660
H 0.433 -0.239 -1.337
H -0.934 1.621 -0.764
H -1.087 1.350 -2.488
H -0.426 3.365 -3.078
H 1.049 3.354 -2.108
H 0.043 4.924 -0.844
H -1.000 3.673 -0.146
H -2.230 5.692 -1.071
H -1.537 5.377 -2.653
H -3.354 4.035 -0.141
H -4.939 5.383 -2.212
H -4.667 5.788 -0.537
H -7.362 3.844 0.689
H -5.631 4.020 1.023
H -6.749 5.468 0.986
H -3.555 1.754 -1.122
H -4.762 2.254 0.060
H -7.008 1.395 0.089
H -7.879 -0.808 0.526
H -7.297 -2.717 -0.937
H -5.877 -2.274 -2.924
H -5.028 -0.063 -3.425
C 3.666 -1.019 -7.166
N 2.812 -0.022 -6.552
C 2.812 0.397 -5.253
C 3.812 -0.235 -4.319
O 2.019 1.254 -4.891
H 4.227 -0.559 -7.982
H 3.047 -1.821 -7.574
H 4.363 -1.440 -6.449
H 2.122 0.437 -7.125
H 3.705 0.183 -3.327
H 3.642 -1.307 -4.258
H 4.827 -0.036 -4.670
C -2.777 1.286 5.276
N -1.497 1.121 4.613
C -0.548 0.172 4.841
C -0.832 -0.855 5.911
O 0.485 0.168 4.194
H -3.575 1.220 4.534
H -2.814 2.271 5.744
H -2.935 0.527 6.034
H -1.245 1.775 3.887
H 0.009 -1.540 5.976
H -0.962 -0.369 6.879
H -1.728 -1.426 5.662
C -8.252 -4.594 3.748
N -7.963 -4.376 2.343
C -8.789 -4.559 1.278
C -10.190 -5.049 1.557
O -8.396 -4.330 0.146
H -8.115 -3.658 4.292
H -7.557 -5.336 4.146
H -9.267 -4.945 3.897
H -7.044 -4.048 2.088
H -10.725 -5.146 0.617
H -10.160 -6.026 2.043
H -10.722 -4.338 2.190
C 6.148 3.430 0.839
N 5.302 2.556 0.048
C 5.424 2.233 -1.270
C 6.575 2.843 -2.036
O 4.624 1.479 -1.792
H 6.568 2.865 1.673
H 5.545 4.248 1.237
H 6.958 3.843 0.247
H 4.514 2.116 0.499
H 6.539 2.495 -3.064
H 6.498 3.932 -2.034
H 7.527 2.540 -1.597
C 4.655 -3.644 0.934
N 4.643 -3.050 -0.391
C 3.581 -2.861 -1.215
C 2.227 -3.312 -0.723
O 3.730 -2.341 -2.311
H 5.041 -2.911 1.646
H 5.317 -4.512 0.924
H 3.663 -3.953 1.245
H 5.515 -2.727 -0.779
H 1.483 -3.094 -1.485
H 2.230 -4.387 -0.535
H 1.958 -2.777 0.189
C 8.959 -3.583 3.861
N 8.109 -4.474 3.092
C 8.246 -4.850 1.792
C 9.417 -4.289 1.023
O 7.441 -5.614 1.283
H 9.358 -4.122 4.722
H 8.364 -2.740 4.218
H 9.784 -3.207 3.266
H 7.309 -4.883 3.548
H 9.392 -4.676 0.008
H 9.358 -3.200 0.982
H 10.356 -4.590 1.488
*
```

M ... 733.01 u
SMILES ... CCCCCCCCO[C@@H](COC)COc1ccccc1.CNC(C)=O.CNC(C)=O.CNC(C)=O.CNC(C)=O.CNC(C)=O.CNC(C)=O
HOMO ... -8.397 eV
Total energy ... -2420.6067 a.u.
Largest force on an atom ... 0.029 hartree/bohr